1.
# C24H30BO3Sr

A structure of composition C24H30BO3Sr (wB97M-V/def2-TZVPD, OMol25).

Summary:
charge = -1
HOMO-LUMO gap (alpha / beta) = 6.67 / 2.47 eV

XYZ file:
```
59
C24H30BO3Sr, DFT wB97M-V/def2-TZVPD
C 0.465 -1.544 1.318
C -0.862 -1.880 0.957
C -0.803 -2.664 -0.234
H -1.747 -1.641 1.547
C 0.566 -2.775 -0.618
C 1.349 -2.051 0.331
H 2.440 -1.956 0.332
H 0.748 -1.057 2.249
H -1.654 -3.153 -0.711
H 0.960 -3.371 -1.442
C -0.973 2.502 0.141
C -0.715 1.582 1.200
C 0.691 1.437 1.313
H -1.453 1.114 1.865
C 1.313 2.203 0.291
C 0.284 2.883 -0.423
H 0.437 3.640 -1.192
H -1.950 2.900 -0.130
H 1.203 0.902 2.112
H 2.389 2.309 0.148
Sr -0.062 0.002 -1.137
O -0.236 -0.252 -3.602
C -1.437 -0.829 -4.223
C -0.162 -1.017 -4.981
H -1.854 -1.692 -3.700
H -2.130 -0.095 -4.633
H 0.355 -1.977 -4.895
H 0.968 -1.905 -7.295
C 0.655 -0.858 -7.353
C 0.106 -0.236 -6.198
C -0.282 1.118 -6.310
H -0.703 1.637 -5.447
C -0.160 1.799 -7.525
H -0.481 2.839 -7.599
C 0.343 1.160 -8.665
H 0.400 1.687 -9.620
C 0.745 -0.179 -8.566
H 1.113 -0.700 -9.454
C -0.391 -2.217 6.509
C -1.205 -1.145 5.824
C -2.650 -1.264 6.295
O -1.223 -1.434 4.386
B -1.130 -0.232 3.776
O -0.916 0.851 4.547
C -0.631 0.333 5.888
C -1.282 1.271 6.872
C 0.884 0.399 6.076
H -0.412 -2.067 7.598
H 0.653 -2.238 6.176
H -0.840 -3.194 6.296
H -3.001 -2.281 6.080
H -2.723 -1.124 7.380
H -3.321 -0.549 5.799
H -1.024 0.986 7.901
H -0.909 2.286 6.700
H -2.373 1.286 6.781
H 1.437 -0.245 5.374
H 1.220 1.437 5.936
H 1.145 0.105 7.103
```

2.
# H2O4S3

A cluster of 2 separate species, H2O4S3 in total (wB97M-V/def2-TZVPD, OMol25).

Summary:
ΔE to the lowest compared entry with this formula, charge and spin = 1.0814 eV
charge = 0
HOMO-LUMO gap (alpha / beta) = 6.90 / 7.83 eV

XYZ file:
```
9
H2O4S3, DFT wB97M-V/def2-TZVPD
O 2.725 1.166 0.255
O 2.960 -0.856 -1.068
O -3.540 0.026 1.234
O -1.661 0.904 -0.271
S -2.995 0.258 -0.312
S 0.282 -0.509 -0.033
S 2.353 -0.225 0.279
H -2.802 -0.382 1.838
H 2.678 -0.382 -1.921
```

3.
# Cl2FeIO8

A structure of composition Cl2FeIO8 (wB97M-V/def2-TZVPD, OMol25).

Summary:
spin multiplicity = 6
charge = 0
HOMO-LUMO gap (alpha / beta) = 9.41 / 5.92 eV
<S²> = 8.77

XYZ file:
```
12
Cl2FeIO8, DFT wB97M-V/def2-TZVPD
Fe 0.750 0.708 -0.405
I 2.701 1.069 -2.322
Cl 1.201 -0.640 2.176
O 1.871 -1.885 2.570
O 2.104 -0.030 1.263
O -0.110 -0.672 1.545
O 1.073 0.158 3.399
Cl -1.984 0.242 -1.659
O -3.192 -0.045 -0.913
O -2.176 0.343 -3.088
O -1.275 1.463 -1.105
O -0.964 -0.710 -1.461
```

4.
# C2H7NO3

A cluster of 2 separate species, C2H7NO3 in total (wB97M-V/def2-TZVPD, OMol25).

Summary:
ΔE to the lowest compared entry with this formula, charge and spin = 0.9212 eV
charge = 0
HOMO-LUMO gap = 9.85 eV

XYZ file:
```
13
C2H7NO3, DFT wB97M-V/def2-TZVPD
N -0.589 -1.306 0.412
C -1.107 -0.743 -0.835
C -0.132 0.210 -1.477
O 0.206 0.224 -2.627
O 0.225 1.181 -0.602
H -1.085 -0.915 1.198
H 0.401 -1.184 0.567
H -2.041 -0.187 -0.715
H -1.307 -1.587 -1.479
H 1.074 1.575 -0.835
O 1.626 0.791 1.796
H 1.454 0.276 2.592
H 1.276 1.667 2.004
```

5.
# C6H13N2O2

A cluster of 2 separate species, C6H13N2O2 in total (wB97M-V/def2-TZVPD, OMol25).

Summary:
ΔE to the lowest compared entry with this formula, charge and spin = 7.6091 eV
charge = +1
HOMO-LUMO gap = 9.18 eV

XYZ file:
```
23
C6H13N2O2, DFT wB97M-V/def2-TZVPD
C -0.854 1.183 -2.532
C -1.651 0.109 -1.579
O -1.503 0.329 -0.134
C -0.602 -0.643 0.500
N 0.617 0.141 0.987
C 0.349 1.148 2.087
C 1.897 1.745 2.251
N 2.798 1.029 1.245
C 2.017 0.001 0.430
H -0.384 2.098 -1.947
H -1.642 1.667 -3.285
H -0.034 0.672 -3.228
H -1.391 -0.970 -1.951
H -2.812 0.259 -1.817
H -0.213 -1.498 -0.196
H -1.181 -1.141 1.398
H -0.633 1.450 2.649
H 2.203 2.606 3.008
H 3.821 1.222 1.106
H 2.379 -0.719 -0.428
O -1.099 -3.846 0.203
H -0.423 -3.775 0.894
H -1.657 -3.065 0.340
```

| no. | DFT total energy (eV) | largest force on an atom (eV Å⁻¹) |
| --- | --- | --- |
| 1 | -33028.20590 | 2.12 |
| 2 | -40724.60766 | 2.64 |
| 3 | -83894.46987 | 8.53 |
| 4 | -9820.03945 | 1.06 |
| 5 | -13494.83788 | 8.43 |